# 1
# C42H100N12O10

12 unconnected molecules or ions with the total composition C42H100N12O10 at a distorted geometry (ωB97M-V/def2-TZVPD, OMol25).

```
164
Properties=species:S:1:pos:R:3:forces:R:3:mulliken_charge:R:1
O 2.7164 -2.0975 5.1261 0.0 0.1 -0.6 -0.73
O -5.6328 0.8808 -1.1215 0.2 0.3 -0.5 -0.73
O 2.6856 0.9339 -1.4617 -0.5 -0.1 0.2 -0.60
O -2.3126 0.6062 3.0788 -0.3 0.3 0.0 0.01
O -4.3937 4.9487 2.8742 0.3 0.1 -0.5 -0.73
O 3.7005 2.6922 4.8823 -0.1 0.8 0.1 -0.64
O -2.1726 -2.2808 -2.7173 -0.3 0.5 0.3 -0.84
O 2.9674 -4.0392 -2.3323 0.0 -0.9 -0.5 -0.53
O -1.0837 -1.9806 0.8865 -0.5 -0.2 0.4 -0.76
O -0.8045 -7.2940 0.4547 -0.2 -0.3 0.5 -0.65
N -2.2679 -4.1501 -3.8897 0.2 -0.8 -0.9 -0.18
N 2.3804 -3.6388 3.4958 0.0 -0.1 -0.9 -0.08
N -1.9138 -8.4693 -1.1532 0.4 0.1 0.3 -0.15
N 2.5052 -5.5681 -3.9373 0.1 0.2 0.1 -0.05
N -2.4841 -1.5951 3.4684 0.0 -0.7 -0.1 0.13
N 3.9127 1.6414 -3.1793 0.1 -0.6 -0.2 -0.21
N -2.9226 3.5210 3.7686 1.1 -1.0 0.1 0.32
N -0.7888 2.9109 -3.9885 0.2 0.2 -0.3 0.16
N 2.5622 0.7453 4.5885 -0.1 0.8 0.3 0.24
N 0.5004 -0.4881 0.3295 -0.1 0.2 0.1 0.42
N 1.5607 6.2165 2.3856 -0.3 1.5 0.1 0.24
N -4.3178 -0.3241 -2.5221 0.8 -0.1 -0.6 0.67
C -2.5243 -9.4536 -0.2943 -1.0 -0.7 -0.3 -0.95
C 3.6849 1.5068 4.6512 0.1 -1.5 -0.4 0.69
C 4.9506 0.7038 4.4013 0.1 0.0 -0.4 -0.91
C 2.1843 -4.5947 -4.9465 -0.6 0.4 -0.7 -0.66
C -3.5859 4.0432 2.7076 -0.7 0.3 1.1 0.28
C -5.2130 -0.3850 -3.6347 -1.5 -0.1 -0.3 -1.03
C 1.2673 1.3474 4.8313 -0.8 -0.9 -0.3 -0.90
C 3.1343 -3.0151 4.4259 -0.4 -0.7 0.8 0.67
C -1.8617 -2.8775 -3.7356 0.1 0.2 0.8 0.42
C 2.9874 -5.2118 -2.7129 0.4 1.2 0.2 0.61
C -2.4899 -0.3123 3.8691 0.4 0.0 0.2 0.41
C 3.6920 3.0323 -2.8796 -0.2 0.5 0.3 -0.73
C -0.8162 5.2217 -5.0433 -0.3 0.4 0.2 -1.55
C -3.4466 0.2966 -0.3708 0.2 0.7 0.5 0.95
C 2.5846 6.0074 3.3715 0.3 -1.5 0.2 -0.84
C 3.8919 5.4231 2.8170 0.2 0.6 -0.5 -0.90
C -2.9170 -4.8907 -2.8087 0.4 0.2 -0.4 -0.80
C 3.4009 0.6569 -2.4181 0.1 0.1 1.5 0.71
C 0.5621 8.1116 1.0652 -0.3 0.5 0.6 -1.39
C -2.9494 4.0067 5.1328 -0.6 0.0 -0.3 -1.07
C -0.4477 2.2216 -2.7652 0.3 -0.8 0.2 0.16
C 0.4630 -2.6255 -0.7885 0.8 -0.5 -0.7 1.06
C 1.0457 -3.2082 3.1044 -0.1 0.6 0.6 -0.53
C -3.3184 3.3747 1.3845 0.4 -0.2 0.4 0.04
C -0.1012 -1.6804 0.2241 0.0 0.0 -0.6 -0.16
C 3.8190 -0.7718 -2.6376 -0.4 0.3 -2.0 -0.70
C 3.6319 -6.2714 -1.8498 -1.5 -0.4 0.1 -1.16
C -3.3007 3.2134 -3.6758 0.9 -0.4 0.0 -0.72
C -0.5137 4.3421 -3.8486 0.4 -0.5 0.4 -0.18
C -0.9609 -2.2251 -4.7492 -0.2 -0.5 0.1 -0.45
C 4.5032 -3.6316 4.6761 -0.9 0.0 -0.1 -1.27
C -4.5642 0.3441 -1.3798 -0.7 -0.7 1.1 -0.28
C -2.1252 2.6113 -4.4745 -0.5 0.3 -0.5 -0.42
C 1.1149 4.7018 0.4026 -0.8 0.2 -0.2 0.27
C -0.6194 0.7121 -2.8650 0.8 -0.5 0.8 0.15
C -0.1306 0.5606 1.0863 -0.1 1.3 0.0 0.72
C -2.3865 -2.7264 4.3824 0.7 0.7 0.2 -1.14
C -1.0837 -7.5006 -0.7037 0.2 0.6 -0.7 0.66
C 0.8149 5.1114 1.8536 1.0 -1.3 0.3 -0.09
C 1.7922 7.3334 1.4973 0.5 -0.7 -1.2 -0.40
C -2.6599 -0.0515 5.3517 -1.2 -0.1 0.2 -1.46
C -0.3752 -6.6827 -1.7782 -0.2 0.3 -0.8 -0.30
H -2.5938 5.0351 5.1574 -0.2 0.1 0.3 0.33
H -0.1916 7.5142 0.5484 0.4 -0.1 -0.4 0.25
H 2.6246 -4.8688 -5.9069 0.2 -0.1 0.1 0.37
H -0.6314 -2.9294 -5.5109 0.0 0.2 -0.2 0.46
H 5.5605 1.1989 3.6441 0.1 0.3 0.4 0.32
H 1.1044 -3.3769 -0.3207 -0.1 0.0 0.1 0.46
H 5.1711 -3.2534 3.9049 0.4 -0.1 0.3 0.28
H -0.0207 8.5451 1.8864 0.4 0.0 0.2 0.34
H -2.5413 2.6205 1.5133 -0.1 -0.1 -0.1 -0.43
H -4.2422 2.8907 1.0708 0.0 0.1 -0.3 0.32
H -3.3708 -9.0384 0.2607 0.3 0.0 0.2 0.29
H -2.9491 1.2733 -0.4306 0.4 -0.3 -0.3 -0.74
H -2.9502 4.0962 0.6592 -0.3 0.1 -0.1 0.37
H 0.5204 0.5462 4.8972 0.2 -0.1 -0.2 0.27
H 4.6318 3.5680 -2.9903 -0.1 0.2 -0.4 0.39
H -2.1700 -3.6455 3.8469 -0.6 0.0 -0.3 0.40
H -0.3653 -5.6199 -1.5372 0.6 -0.2 0.7 -0.33
H -1.8224 -4.6844 -4.6175 -0.2 0.0 -0.1 0.30
H -2.7568 -0.5418 -0.4549 0.1 0.2 -0.3 0.08
H 4.7739 -0.2851 3.9752 -0.3 -0.1 0.3 0.14
H 2.6434 -0.2611 4.5259 -0.1 0.1 0.2 0.22
H 1.1614 1.8630 5.7866 0.5 0.4 -0.2 0.44
H -2.1757 2.9918 -5.5005 -0.1 -0.1 0.0 0.44
H 2.1608 4.7919 0.1159 0.1 0.0 0.2 0.30
H 4.7140 -6.2390 -1.8826 0.1 0.1 -0.1 0.33
H 2.5196 -3.5966 -4.6837 0.2 -0.1 0.3 0.15
H -3.8489 -4.4126 -2.5296 0.1 0.2 0.3 0.28
H -3.1685 -5.8895 -3.1592 0.1 0.0 -0.1 0.35
H 0.8028 3.6630 0.2773 0.1 0.0 -0.1 -0.73
H -0.3042 4.9837 -5.9757 -0.2 -0.6 0.1 0.31
H 1.1120 4.2306 2.4401 -0.1 0.2 0.2 -0.41
H -2.0575 -8.4826 -2.1425 -0.2 -0.3 -0.1 0.27
H -3.5126 -0.9395 -2.5502 0.0 0.2 0.1 -0.18
H -0.4629 6.2364 -4.8417 -0.2 0.0 0.3 0.45
H 0.9165 8.9449 0.4540 -0.3 -0.1 -0.3 0.39
H -1.8997 5.2519 -5.1667 0.1 0.2 -0.5 0.30
H 2.3528 -6.5221 -4.2019 0.3 -0.3 0.3 0.25
H -1.5018 -2.6092 5.0211 -0.2 0.1 0.2 0.33
H -0.1884 0.2666 -3.7651 -0.4 0.4 -0.3 0.38
H 4.5073 1.3814 -3.9438 0.1 0.1 -0.1 0.21
H 0.5468 4.4515 -3.6007 0.0 -0.1 0.1 0.29
H 0.5197 5.2901 -0.3027 0.1 0.0 -0.1 0.27
H 2.2587 5.2409 4.0850 -0.4 0.3 0.1 0.42
H 3.3771 3.1954 -1.8495 0.1 -0.5 0.1 0.14
H -3.4989 -0.6067 5.7918 0.3 -0.4 -0.3 0.47
H -1.0732 4.6561 -2.9556 0.0 0.7 -0.1 0.34
H 3.9654 -0.9137 -3.7216 0.3 -0.1 0.2 0.36
H -1.4838 -1.3739 -5.1770 0.1 0.0 -0.2 0.24
H -1.7760 -0.3126 5.9275 0.2 0.2 0.0 0.33
H -1.6207 0.3456 -2.6419 0.0 0.1 -0.4 -0.35
H -6.1996 -0.7678 -3.3393 0.2 -0.1 0.1 0.33
H 1.1082 -4.4992 -5.1322 0.0 -0.1 0.2 0.12
H -3.9574 3.9064 5.5463 0.0 0.4 0.0 0.32
H -2.2218 1.5306 -4.5541 0.0 -0.1 0.1 -0.03
H 2.8626 3.4436 -3.4577 0.3 0.2 -0.4 0.23
H 1.0713 -2.1488 2.8406 -0.2 0.1 0.4 -0.10
H -2.4579 2.6257 3.6588 -0.1 0.1 -0.4 -0.02
H 1.0824 -2.1426 -1.5476 0.1 0.2 0.2 -0.56
H 3.2461 -7.2646 -2.1025 0.4 0.0 -0.1 0.37
H -3.7889 0.3212 0.6655 -0.5 -0.3 -0.2 0.50
H 2.7354 -4.4764 3.0742 0.2 0.0 0.0 0.22
H 4.4243 -4.7191 4.6467 0.2 0.0 -0.3 0.47
H -2.2638 -1.7732 2.4926 0.2 0.3 0.0 0.33
H -3.2731 -2.7679 5.0081 -0.1 -0.5 0.0 0.33
H -0.2557 5.1962 2.0346 -0.3 0.3 -0.3 0.27
H 0.0125 0.2682 -2.0859 -0.2 0.1 0.1 -0.24
H 0.3910 -3.4096 3.9543 -0.2 0.4 -0.2 0.27
H 2.7311 6.9277 3.9337 0.2 0.1 0.0 0.45
H 2.9787 -1.4159 -2.4079 0.2 -0.2 0.5 -0.17
H -4.2717 2.9021 -4.0533 0.0 0.0 -0.2 0.35
H 0.6067 -3.6798 2.2282 0.6 -0.5 0.0 0.38
H 4.7655 -3.3657 5.6935 0.4 0.3 -0.1 0.32
H 1.3508 -0.2694 -0.1683 0.0 0.0 -0.3 0.19
H -0.7832 -6.6034 -2.7968 -0.2 -0.9 0.2 0.23
H 5.4771 0.6102 5.3494 0.2 0.0 -0.1 0.25
H 2.2764 6.9918 0.5537 -0.3 -0.1 0.0 0.22
H -2.3092 3.3836 5.7545 0.2 0.0 -0.2 0.35
H -3.1970 4.2952 -3.7378 -0.4 0.1 0.3 0.36
H 4.3499 6.1281 2.1123 0.1 -0.1 0.0 0.35
H -2.1822 -4.9697 -2.0074 -0.7 0.1 0.4 0.10
H 3.2682 -6.0716 -0.8415 0.3 0.0 0.1 0.27
H -1.8593 -9.9910 0.3804 0.4 0.6 0.0 0.30
H -0.0051 0.4503 2.1608 -0.1 0.0 0.0 -0.03
H -3.2366 2.8648 -2.6427 -0.1 0.3 0.1 -0.07
H -0.3015 -3.1551 -1.3548 -0.3 0.1 0.4 -0.85
H -0.1150 -1.8536 -4.1735 0.1 0.0 -0.2 -0.15
H -3.0073 0.9693 5.5046 0.7 0.2 -0.1 0.20
H -2.9480 -10.2458 -0.9203 0.0 0.2 -0.1 0.36
H -1.1849 0.7115 0.8518 0.0 -0.9 0.2 -0.13
H 3.6849 4.5041 2.2657 0.0 -0.1 0.1 0.09
H 0.9632 1.9475 3.9696 0.1 0.4 0.4 -0.08
H 0.6017 2.4067 -2.5194 0.0 0.2 -0.2 -0.07
H -5.4700 0.5662 -4.1113 0.5 0.2 0.3 0.29
H 4.7452 -1.0368 -2.1431 -0.1 0.0 0.3 0.33
H 0.6119 -7.1363 -1.8571 0.2 0.4 0.0 0.35
H 0.2479 1.5414 0.7776 0.7 -0.3 0.1 -0.86
H -0.9904 2.5363 -1.8559 -0.3 0.3 -0.2 0.05
H 2.6080 7.9753 1.8415 -0.5 0.2 0.7 0.55
H -4.8404 -1.0421 -4.4189 0.3 0.0 0.2 0.29
H 4.6220 5.1914 3.5910 -0.1 0.0 0.1 0.41
```
Positions in Å, forces in eV/Å.

Properties
Structure (SMILES)   CCN(CC)CC.CCN(CC)CC.CNC(C)=O.CNC(C)=O.CNC(C)=O.CNC(C)=O.CNC(C)=O.CNC(C)=O.CNC(C)=O.CNC(C)=O.CNC(C)=O.CNC(C)=O
Net charge   0
2S+1   1
Relative energy (zero: lowest compared OMol25 entry of this formula, charge and spin)   0.0 kcal per mole
Lowest unoccupied orbital energy   -0.0093 Eh

# 2
# C20H22ClDyNOP

A molecular structure, C20H22ClDyNOP at a distorted geometry (ωB97M-V/def2-TZVPD, OMol25).

```
47
Properties=species:S:1:pos:R:3:forces:R:3:lowdin_spin:R:1
Dy 1.4880 1.7903 -0.2866 2.3 -0.5 0.5 5.06
Cl 3.4758 0.6588 0.6029 -0.4 0.2 -0.4 0.00
P 0.1301 -0.6027 0.0018 -1.0 -1.7 -0.4 -0.01
O 1.5969 3.2524 1.2442 -0.2 0.6 0.2 -0.01
N 2.2303 4.6458 2.8471 -1.0 -1.5 0.2 0.00
C 1.7211 3.4566 2.4869 1.3 0.9 0.2 0.00
C 1.3699 -4.4780 0.0116 -0.1 -0.1 0.1 0.00
C 1.1182 -3.8639 -2.3128 -0.2 -0.1 0.2 0.00
C 0.1327 2.1423 -3.6791 -0.3 0.7 0.0 0.00
C -3.8491 -1.6581 0.6042 0.3 0.0 -0.1 0.00
C 1.4787 2.2966 3.4051 -0.3 -0.3 0.3 0.00
C 1.3076 1.4757 -3.3216 0.3 -0.7 -0.3 0.00
C 1.2635 0.3967 -2.4403 -1.3 0.0 0.1 -0.01
C 0.5992 -2.2673 -0.5621 0.9 -0.4 0.4 0.00
C -2.5759 -1.5437 0.0283 -0.2 0.0 0.2 0.00
C 0.0753 0.2297 -1.6452 -1.0 0.0 -0.4 -0.01
C -3.0924 -0.4337 2.5409 -0.2 0.0 0.0 0.00
C -1.8264 -0.3100 1.9758 0.2 0.1 -0.4 0.00
C -1.0470 1.9142 -2.9869 -0.5 0.0 0.2 0.00
C -1.0584 1.0199 -1.9025 0.4 0.1 -0.2 0.00
C -4.1182 -1.0986 1.8551 0.5 0.2 -0.1 0.00
C 0.9817 -3.2088 0.4186 -0.2 0.5 -0.5 0.00
C -1.5566 -0.8559 0.7053 -0.1 0.6 -0.1 0.00
C 1.4231 -4.8188 -1.3437 0.0 0.3 -0.1 0.00
C 0.6699 -2.6102 -1.9207 0.1 0.3 0.1 0.00
H -3.2802 0.0032 3.5210 0.0 -0.1 -0.2 0.00
H 0.9678 -2.9182 1.4746 0.0 -0.3 -0.4 0.00
H -0.2930 3.0384 -0.2110 -1.9 -0.6 1.7 -0.01
H 1.6390 -5.2044 0.7706 0.0 0.0 -0.1 0.00
H -2.3904 -1.9902 -0.9455 0.0 0.0 0.1 0.00
H -1.9660 2.4598 -3.2392 0.5 -0.3 0.0 0.00
H 1.6987 -5.8191 -1.6624 0.1 0.1 0.2 0.00
H 2.2476 1.7291 -3.7936 -0.1 -0.2 -0.4 0.00
H -4.6426 -2.1810 0.0687 0.3 0.1 0.1 0.00
H 0.4216 2.2308 3.7408 0.6 0.2 -0.2 0.00
H 2.0411 -0.3618 -2.4190 0.3 0.4 0.4 0.00
H -1.9413 0.9201 -1.2535 0.4 0.1 -0.4 0.00
H -1.0269 0.2189 2.5047 -0.3 -0.2 -0.1 0.00
H 1.2102 -4.0617 -3.3806 -0.1 -0.2 0.3 0.00
H -5.1200 -1.1573 2.2810 0.3 -0.1 -0.1 0.00
H 2.1315 2.3472 4.2802 -0.2 0.0 0.0 0.00
H 2.5390 5.2460 2.1068 -0.1 0.4 -0.2 0.00
H -0.6356 2.6381 0.4185 0.6 1.1 -1.6 -0.01
H 2.2004 5.0245 3.7834 0.2 -0.3 0.1 0.00
H 0.4187 -1.8935 -2.7023 -0.1 -0.3 0.3 0.00
H 1.7201 1.3593 2.8487 -0.1 0.8 0.4 0.00
H 0.1222 2.8423 -4.5184 0.2 -0.1 0.4 0.00
```
Positions in Å, forces in eV/Å.

Properties
Net charge   +2
Expectation value of S²   9.34
2S+1   6
Lowest unoccupied orbital energy (spin up / spin down)   -0.2619 / -0.2641 Eh

# 3
# C6H10N2

C6H10N2 in the gas phase at a distorted geometry (ωB97M-V/def2-TZVPD, OMol25).

```
18
Properties=species:S:1:pos:R:3:forces:R:3:nbo_charge:R:1
N -2.0169 -1.8050 -0.0145 0.8 -0.3 0.1 -0.83
N -0.6563 2.4869 -0.2660 -1.0 -0.1 0.8 -0.82
C 2.1218 -0.7024 -0.0467 -1.4 0.2 -0.6 -0.05
C 0.7475 -0.9280 -0.2728 -2.9 0.8 1.6 -0.30
C -1.7308 -0.3874 -0.0082 -0.2 0.1 -0.8 -0.26
C -0.2618 -0.0154 -0.0333 1.3 -1.4 0.0 0.06
C 3.2684 -0.4122 0.0306 2.5 0.2 0.0 -0.22
C -0.0191 1.3657 0.4602 0.4 1.3 0.4 -0.28
H 0.3682 -1.9465 -0.2855 0.4 -0.1 -0.7 0.24
H -2.9835 -2.0083 -0.1456 -0.7 0.1 -0.3 0.36
H 1.0411 1.6076 0.5578 0.1 -0.3 -0.5 0.22
H -1.6660 2.5786 -0.0520 0.9 -0.2 0.0 0.35
H -2.2295 0.0398 -0.9016 0.2 0.0 0.5 0.21
H -0.3332 1.4512 1.5107 -0.3 -0.2 -0.2 0.20
H -2.1484 0.0982 0.8767 -0.1 0.3 0.0 0.17
H -1.8034 -2.1808 0.8913 0.3 -0.3 0.4 0.35
H 4.3333 -0.2586 -0.0185 -0.6 0.0 0.2 0.24
H -0.6211 2.3232 -1.2482 0.2 -0.1 -0.8 0.35
```
Positions in Å, forces in eV/Å.

Properties
Structure (SMILES)   C#CC=C(CN)CN
Net charge   0
2S+1   1
Relative energy (zero: lowest compared OMol25 entry of this formula, charge and spin)   67.1 kcal per mole
Lowest unoccupied orbital energy   0.0287 Eh

| no. | E (eV) |
| --- | --- |
| 1 | -83535.9995 |
| 2 | -70516.0381 |
| 3 | -9361.5263 |